{
  "formula": "C42H74BN5O29S2",
  "method": "the ωB97M-V functional and the def2-TZVPD basis",
  "e_lumo_ev": -0.40,
  "spin_multiplicity": 1,
  "energy_ev": -133930.819,
  "molar_mass_da": 1188.01,
  "homo_lumo_gap_ev": 8.40,
  "symbols": ["S", "S", "O", "O", "O", "O", "O", "O", "O", "O", "O", "O", "O", "O", "O", "O", "O", "O", "O", "O", "O", "O", "O", "O", "O", "O", "O", "O", "O", "O", "O", "N", "N", "N", "N", "N", "C", "C", "C", "C", "C", "C", "C", "C", "C", "C", "C", "C", "C", "C", "C", "C", "C", "C", "C", "C", "C", "C", "C", "C", "C", "C", "C", "C", "C", "C", "C", "C", "C", "C", "C", "C", "C", "C", "C", "C", "C", "C", "B", "H", "H", "H", "H", "H", "H", "H", "H", "H", "H", "H", "H", "H", "H", "H", "H", "H", "H", "H", "H", "H", "H", "H", "H", "H", "H", "H", "H", "H", "H", "H", "H", "H", "H", "H", "H", "H", "H", "H", "H", "H", "H", "H", "H", "H", "H", "H", "H", "H", "H", "H", "H", "H", "H", "H", "H", "H", "H", "H", "H", "H", "H", "H", "H", "H", "H", "H", "H", "H", "H", "H", "H", "H", "H"],
  "coordinates": [[2.091578, 0.230484, 0.129529], [-5.458622, 5.376268, -0.577331], [-6.978810, -2.821823, 5.838403], [-6.797589, 3.817553, -2.372754], [-10.302366, -7.773021, 8.496361], [-10.434158, -6.989777, 10.503426], [4.104814, -9.472351, -3.314519], [-6.254897, -2.657568, 3.811416], [8.393198, 1.052619, 1.241842], [-0.710438, 13.034536, -3.647740], [-3.618639, -3.241328, 0.849110], [-0.077386, 12.812870, -1.596543], [4.489173, -4.667044, 0.313065], [3.303656, -2.849396, 0.940848], [2.775696, 1.106968, -4.762870], [8.301468, -6.775817, -2.161574], [6.500998, 0.071340, 0.873636], [-9.446943, -5.726531, 8.912620], [-1.367917, -3.159333, 0.690480], [3.875367, -8.605265, -1.349277], [-0.946068, 11.019007, -2.656498], [9.710256, -8.363811, -1.388469], [2.353396, -4.866915, 0.579942], [9.560793, -6.303231, -0.474384], [-2.379981, -4.945481, 0.033521], [4.794205, -7.345538, -2.976507], [2.043956, 3.243038, -4.842548], [-2.309311, 0.836535, 0.526708], [-6.086138, -4.650915, 4.858914], [3.772263, 2.789698, -3.632664], [7.351777, 1.396612, -0.734858], [0.524649, 0.604998, 0.198318], [-5.261748, 3.462428, -3.895703], [-3.431925, 2.799768, -0.427620], [2.707099, 1.603997, -0.407807], [-4.707745, 4.236504, -2.881357], [1.002083, 2.814221, -5.721437], [-9.893547, -7.627818, 7.132684], [-0.611226, 12.175314, -2.636590], [1.686081, 2.458094, -0.562133], [4.303687, -8.373326, -2.582667], [5.669083, -3.856755, 0.337728], [-10.178136, -5.945221, 11.445163], [0.429973, 1.868042, -0.225109], [0.653415, 4.550736, -1.121994], [0.088582, 12.000559, -0.432191], [1.080663, -4.284012, 0.916807], [4.523942, -9.358344, -4.674834], [-0.609386, 3.937334, -0.812242], [-6.407560, -3.489500, 4.834991], [-4.056466, 7.672723, -0.184401], [2.859840, 2.263916, -4.443871], [3.371272, -4.015724, 0.641565], [5.437386, -0.248297, -0.035644], [-0.768130, 2.651106, -0.381655], [7.846678, -7.697327, -3.157994], [-3.588746, -5.683410, -0.166109], [9.439415, 1.921644, 0.803561], [10.563233, -6.689466, 0.468080], [7.413727, 0.885395, 0.353791], [-1.381175, -1.834619, 1.252665], [-10.006447, -6.731013, 9.269195], [-0.128160, 6.353556, -2.764660], [0.747347, 5.991585, -1.563886], [-4.794131, 6.912652, -1.285797], [1.781449, 3.799723, -1.007506], [4.720790, 1.848931, -3.113813], [-2.569671, 7.313595, -0.122559], [-6.471221, 3.246906, -3.547417], [-2.556756, -3.728776, 0.552912], [-1.594301, 6.698215, -2.469226], [-5.648158, 4.428841, -2.023963], [-7.200945, -3.605576, 7.014439], [4.065430, -7.495099, -0.456725], [-1.782828, 7.761030, -1.366650], [-5.641688, -3.247945, 2.650783], [-1.271527, 12.478619, -4.839851], [9.236507, -7.258680, -1.349449], [-2.207655, 2.083763, -0.076405], [-2.285236, 12.126591, -4.658938], [9.052829, 2.919752, 0.606611], [5.393525, 2.407650, -2.470517], [-3.331732, 3.378574, -1.253856], [-0.873129, 11.629189, -0.082592], [-0.652994, 11.664153, -5.211607], [-10.195004, -8.539703, 6.626383], [4.752782, -0.898603, 0.504143], [-4.490146, 7.363485, 0.773945], [0.759325, 11.168170, -0.637221], [-1.291177, 13.282010, -5.569897], [2.759296, 4.198104, -1.245742], [-7.162288, 2.668921, -4.134430], [-4.231940, 8.744742, -0.264971], [1.418366, 2.392503, -6.634344], [-1.934202, -1.141352, 0.625272], [-3.295333, -6.639833, -0.588275], [0.300484, 7.252798, -3.216657], [-0.071462, 5.580630, -3.532942], [4.916088, 0.646629, -0.359725], [-6.257753, -3.973986, 7.413697], [3.973139, -8.568943, -5.182978], [7.091693, -7.178966, -3.736866], [-10.684722, -5.028686, 11.149193], [0.422376, 3.700634, -5.962367], [0.592175, 6.660151, -0.715146], [-4.243850, -5.163834, -0.862707], [-6.258769, -4.064722, 2.278204], [-1.497105, 4.543230, -0.931306], [9.920716, 1.524766, -0.088198], [-9.108705, -5.767711, 11.540391], [0.341192, -5.070368, 0.824720], [-2.194886, 5.803409, -2.297503], [5.291475, 1.389762, -3.918667], [4.303771, -10.313336, -5.142652], [8.667955, -7.996067, -3.808172], [-7.869698, -4.437457, 6.805591], [-2.514013, 6.232073, 0.033731], [-2.170976, 7.778915, 0.781285], [0.527474, 12.641633, 0.326282], [0.846201, -3.481731, 0.230308], [1.786444, 6.129338, -1.869473], [-5.578569, -2.470417, 1.902847], [-2.813429, 0.929425, 1.344874], [10.222657, -7.530763, 1.068622], [3.679751, -7.805853, 0.509783], [-0.835136, 8.209213, -1.071221], [5.593695, -9.165406, -4.734665], [-4.648943, -3.602948, 2.892226], [5.837356, -0.786713, -0.894725], [-4.100385, -5.846145, 0.780898], [-7.668233, -2.950112, 7.743000], [-0.347220, -1.512967, 1.301344], [0.361591, 2.083788, -5.230785], [6.491071, -4.507140, 0.051321], [-4.137004, 6.659202, -2.111743], [-10.389305, -6.775369, 6.672384], [-5.630428, 7.485188, -1.682704], [4.217036, 1.085736, -2.524693], [5.588004, -3.041318, -0.378292], [-3.797876, 3.361044, 0.332659], [7.398969, -8.572423, -2.690261], [-2.353567, 8.585169, -1.801418], [11.490706, -6.945165, -0.040497], [-1.795186, -1.860230, 2.261291], [1.097905, -3.919615, 1.942734], [-1.999425, 7.124465, -3.390383], [10.726643, -5.828225, 1.109331], [5.122641, -7.257194, -0.363226], [5.845150, -3.465168, 1.338027], [10.159259, 1.965148, 1.615539], [3.512100, -6.630277, -0.799495], [-8.813324, -7.514417, 7.064836], [-10.575077, -6.288697, 12.395684]],
  "atomic_forces_ev_per_a": [[-0.36, -0.06, 0.09], [-0.43, -0.05, 0.25], [0.00, 0.03, 0.02], [-0.54, 0.07, 0.21], [-0.01, -0.02, -0.01], [-0.01, -0.01, 0.01], [0.00, -0.01, 0.00], [-0.05, 0.00, -0.06], [0.02, -0.03, 0.01], [0.00, 0.03, -0.01], [0.26, -0.08, -0.28], [0.01, 0.02, 0.01], [-0.08, 0.15, 0.12], [-0.02, 0.02, 0.00], [-0.01, -0.01, -0.02], [-0.03, 0.04, 0.00], [0.04, -0.08, -0.02], [0.04, 0.08, 0.00], [-0.27, 0.01, 0.07], [0.05, -0.04, 0.05], [-0.03, -0.06, 0.00], [0.02, -0.01, 0.01], [0.05, 0.05, 0.12], [-0.01, 0.03, 0.02], [0.01, -0.04, 0.00], [-0.06, -0.04, -0.11], [-0.01, 0.05, 0.00], [0.30, 1.09, 0.77], [-0.01, -0.02, 0.00], [0.03, 0.05, 0.01], [0.17, 0.05, -0.09], [0.52, -0.05, -0.18], [0.37, 0.18, -0.03], [0.80, -0.15, 0.25], [0.10, 0.27, -0.02], [-0.05, -0.07, -0.30], [-0.15, 0.05, -0.08], [0.01, -0.08, -0.16], [0.02, 0.04, 0.01], [0.06, -0.48, 0.07], [-0.06, 0.00, 0.07], [0.25, -0.06, -0.07], [-0.02, 0.05, 0.17], [-0.36, 0.57, -0.12], [-0.08, -0.14, 0.21], [0.06, -0.01, 0.17], [0.12, -0.16, 0.04], [-0.02, -0.07, -0.15], [0.11, 0.17, -0.05], [-0.02, 0.03, 0.01], [-0.04, -0.68, 0.42], [-0.02, 0.01, 0.09], [0.06, -0.09, -0.05], [-0.15, -0.24, 0.06], [-0.23, -0.60, -0.24], [-0.02, -0.03, -0.25], [-0.07, -0.14, -0.05], [0.16, 0.09, 0.05], [0.10, 0.06, 0.14], [-0.20, 0.06, 0.07], [-0.01, 0.03, 0.09], [-0.01, -0.06, -0.02], [-0.22, 0.53, 0.15], [0.36, -0.59, -0.33], [-0.16, 0.37, -0.31], [0.13, 0.05, -0.03], [0.23, -0.09, 0.15], [-0.13, 0.19, 0.07], [0.29, -0.27, -0.46], [0.03, 0.11, -0.03], [0.10, 0.24, -0.27], [0.67, 0.20, -0.05], [-0.09, -0.05, 0.19], [-0.07, -0.06, 0.19], [-0.57, 0.01, 0.02], [-0.29, 0.04, 0.16], [-0.05, 0.03, -0.18], [-0.03, 0.02, -0.01], [-0.20, -0.13, -0.41], [0.03, -0.08, 0.04], [-0.03, -0.02, -0.08], [-0.06, 0.07, 0.00], [-0.04, 0.26, 0.21], [0.00, -0.07, -0.06], [-0.04, -0.06, 0.06], [-0.04, -0.04, 0.09], [0.13, 0.00, 0.10], [-0.11, 0.25, 0.05], [-0.07, -0.05, -0.04], [0.04, 0.07, 0.07], [0.00, 0.02, -0.04], [-0.36, 0.02, 0.36], [0.16, 0.05, -0.18], [0.01, -0.08, 0.04], [0.08, -0.31, 0.07], [0.10, 0.03, 0.00], [0.08, -0.01, 0.00], [0.04, -0.13, 0.08], [0.13, 0.09, -0.02], [0.00, -0.08, -0.07], [0.06, 0.06, 0.03], [-0.02, 0.12, 0.12], [0.07, 0.02, -0.06], [0.06, 0.06, 0.06], [-0.20, 0.03, -0.01], [-0.03, 0.05, 0.06], [0.06, -0.06, 0.05], [0.01, -0.03, 0.04], [-0.07, 0.04, -0.05], [0.00, 0.05, -0.07], [0.10, -0.09, -0.11], [0.05, 0.00, 0.18], [-0.08, -0.02, -0.06], [-0.03, -0.03, 0.09], [0.07, -0.07, 0.12], [0.06, -0.05, -0.01], [0.19, -0.02, -0.02], [0.14, -0.02, -0.02], [0.00, 0.08, -0.07], [0.08, 0.06, -0.03], [0.03, 0.15, 0.07], [-0.01, 0.13, 0.09], [-0.46, -0.46, -0.24], [0.03, -0.06, -0.07], [-0.04, -0.12, -0.06], [0.11, -0.12, -0.06], [-0.01, 0.08, 0.01], [0.01, -0.06, 0.06], [0.00, 0.11, -0.07], [-0.03, 0.08, 0.00], [0.00, 0.10, -0.10], [0.02, -0.09, -0.08], [0.05, -0.07, -0.02], [-0.07, -0.08, -0.03], [0.00, -0.05, -0.02], [0.06, 0.06, 0.04], [-0.03, 0.01, 0.03], [-0.03, 0.00, -0.12], [-0.04, -0.02, 0.07], [-0.37, -0.09, -0.16], [0.09, -0.04, 0.02], [0.15, 0.14, -0.01], [-0.03, -0.09, -0.02], [-0.11, -0.04, -0.04], [0.02, 0.10, -0.04], [-0.01, -0.14, -0.10], [-0.07, 0.05, -0.06], [0.00, 0.06, -0.11], [-0.06, 0.08, -0.01], [-0.06, -0.07, 0.06], [0.06, 0.03, -0.10], [-0.01, 0.09, 0.02], [-0.03, -0.09, -0.05]]
}